No. 1
# C4H7NO

A single C4H7NO molecule at a distorted geometry (the ωB97M-V functional and the def2-TZVPD basis, OMol25).

Positions of all 13 atoms, in Å:
C1 -0.7007 -1.7877 -0.3897
C2 -0.1402 -0.6698 0.4542
O1 -0.1226 -0.7302 1.6711
C3 0.5410 0.4862 -0.2581
C4 0.1384 1.9796 0.0661
N1 1.2783 1.3287 0.6222
H1 0.1208 -2.2771 -0.9258
H2 -1.3966 -1.3975 -1.1396
H3 -1.2040 -2.5254 0.2400
H4 0.7947 0.3462 -1.2958
H5 -0.8578 1.5617 0.0890
H6 0.4077 2.7023 -0.7014
H7 1.1411 0.9832 1.5679

Values from the calculation:
2S+1: 1
ΔE to the lowest compared entry with this formula, charge and spin (kJ/mol): 295.23
SMILES: CC(=O)[C@H]1CN1
HOMO-LUMO gap (hartree): 0.386
E_HOMO (eV): -9.658
E (Eh): -286.51920



No. 2
# C4H7NO

2 unconnected molecules or ions with the total composition C4H7NO (the ωB97M-V functional and the def2-TZVPD basis, OMol25).

Positions of all 13 atoms, in Å:
C1 2.4796 -0.2915 0.5348
C2 1.0288 -0.0695 0.2281
O1 0.3792 0.9476 0.5305
C3 0.0702 -0.9866 -0.2475
C4 -2.7040 0.2048 -0.1867
N1 -2.1927 0.8747 -1.1360
H1 2.9624 -0.9263 -0.2165
H2 2.5409 -0.7919 1.5082
H3 2.9717 0.6835 0.5953
H4 -0.2054 -0.8773 -1.3046
H5 -2.3751 0.2682 0.8567
H6 -3.5136 -0.4998 -0.3986
H7 -1.4420 1.4642 -0.7636

Values from the calculation:
2S+1: 1
ΔE to the lowest compared entry with this formula, charge and spin (kJ/mol): 524.86
HOMO-LUMO gap (hartree): 0.321
E_HOMO (eV): -9.598
E (Eh): -286.43174



No. 3
# C4H7NO

2 unconnected molecules or ions with the total composition C4H7NO at a distorted geometry (the ωB97M-V functional and the def2-TZVPD basis, OMol25).

Positions of all 13 atoms, in Å:
C1 1.2157 -1.2241 0.0795
C2 0.9480 0.1464 0.3826
C3 0.8118 1.3736 0.8277
N1 -0.1419 1.0828 -0.2633
H1 2.0098 -1.1753 -0.6672
H2 0.2948 -1.5650 -0.3062
H3 1.5675 -1.7070 1.0577
H4 0.8449 2.2424 1.3780
H5 0.1356 1.4406 -1.2023
C4 -1.8320 -0.0953 -0.2843
O1 -1.7600 -0.6845 0.7644
H6 -1.5975 -0.6478 -1.3275
H7 -2.4967 0.8132 -0.4391

Values from the calculation:
2S+1: 1
ΔE to the lowest compared entry with this formula, charge and spin (kJ/mol): 544.94
SMILES: CC1=CN1.C=O
HOMO-LUMO gap (hartree): 0.347
E_HOMO (eV): -8.513
E (Eh): -286.42409



No. 4
# C4H7NO

A single C4H7NO molecule at a distorted geometry (the ωB97M-V functional and the def2-TZVPD basis, OMol25).

Positions of all 13 atoms, in Å:
C1 -0.5336 2.1485 0.2602
C2 -0.6833 0.7032 -0.0157
N1 0.2350 -0.0343 0.4364
C3 0.5921 -1.0726 -0.4898
C4 0.6097 -2.2832 0.3745
O1 -0.1523 -3.2053 0.2255
H1 -1.2422 2.5270 0.9870
H2 -0.6372 2.6681 -0.6986
H3 0.4960 2.2659 0.6116
H4 -1.4258 0.3359 -0.7426
H5 -0.0863 -1.1907 -1.3472
H6 1.5578 -0.6945 -0.8585
H7 1.2700 -2.1680 1.2572

Values from the calculation:
2S+1: 1
ΔE to the lowest compared entry with this formula, charge and spin (kJ/mol): 235.99
SMILES: C/C=N/CC=O
HOMO-LUMO gap (hartree): 0.378
E_HOMO (eV): -9.316
E (Eh): -286.54176



No. 5
# C4H7NO

2 unconnected molecules or ions with the total composition C4H7NO at a distorted geometry (the ωB97M-V functional and the def2-TZVPD basis, OMol25).

Positions of all 13 atoms, in Å:
C1 -1.1018 1.7535 0.0722
C2 -0.8515 0.4711 -0.6840
C3 1.2984 -1.1378 0.3309
O1 2.5273 -1.4462 0.6808
C4 -1.1756 -0.7549 -0.1716
N1 -1.1421 -1.8358 0.3226
H1 -2.0710 2.2143 -0.1693
H2 -1.0836 1.5875 1.1547
H3 -0.3295 2.4936 -0.1677
H4 -0.7779 0.5443 -1.7682
H5 0.9546 -1.3716 -0.6600
H6 0.7677 -0.5609 1.0637
H7 2.9849 -1.9570 -0.0041

Values from the calculation:
2S+1: 1
ΔE to the lowest compared entry with this formula, charge and spin (kJ/mol): 446.37
HOMO-LUMO gap (spin up / spin down) (hartree): 0.311 / 0.251
E_HOMO (spin up / spin down) (eV): -8.067 / -7.345
E (Eh): -286.46163



No. 6
# C4H7NO

A single C4H7NO molecule at a distorted geometry (the ωB97M-V functional and the def2-TZVPD basis, OMol25).

Positions of all 13 atoms, in Å:
O1 -1.7669 -1.1303 1.3339
C1 -1.1308 -0.1669 1.6886
C2 0.0954 0.3567 0.9866
C3 0.4339 -0.3817 -0.2771
C4 -0.0618 0.0618 -1.5969
N1 1.3306 0.2805 -1.2036
H1 -1.4233 0.4030 2.5975
H2 0.9363 0.3041 1.6904
H3 -0.0492 1.4252 0.7772
H4 0.5764 -1.4543 -0.1693
H5 -0.4111 1.0602 -1.7194
H6 -0.3084 -0.7122 -2.3391
H7 1.9399 -0.3529 -1.6939

Values from the calculation:
2S+1: 1
ΔE to the lowest compared entry with this formula, charge and spin (kJ/mol): 216.22
SMILES: O=CC[C@H]1CN1
HOMO-LUMO gap (hartree): 0.397
E_HOMO (eV): -9.701
E (Eh): -286.54929



No. 7
# C4H7NO

A single C4H7NO molecule (the ωB97M-V functional and the def2-TZVPD basis, OMol25).

Positions of all 13 atoms, in Å:
C1 1.2795 0.9533 -0.3405
C2 0.0987 0.2311 -0.9405
C3 0.0982 -1.2693 -0.9694
N1 -0.6903 -0.4978 -0.0422
C4 -1.4145 -0.5439 1.0034
O1 -1.7328 0.5684 1.6946
H1 0.9756 1.8787 0.1656
H2 1.9707 1.2484 -1.1356
H3 1.8475 0.3447 0.3910
H4 -1.3879 1.3319 1.2055
H5 -0.4494 -1.8008 -1.7477
H6 0.8740 -1.8643 -0.4693
H7 -1.8694 -1.4559 1.3698

Values from the calculation:
2S+1: 1
ΔE to the lowest compared entry with this formula, charge and spin (kJ/mol): 424.24
HOMO-LUMO gap (hartree): 0.290
E_HOMO (eV): -7.056
E (Eh): -286.47006



No. 8
# C4H7NO

A single C4H7NO molecule at a distorted geometry (the ωB97M-V functional and the def2-TZVPD basis, OMol25).

Positions of all 13 atoms, in Å:
C1 -1.1128 -0.7569 -0.0099
O1 0.0599 -1.5255 -0.2234
C2 1.0534 -0.6909 0.3401
C3 0.9731 0.9435 -0.2235
N1 -0.1474 1.3392 -1.0295
C4 -0.5650 0.6606 0.1305
H1 -1.6582 -1.0570 0.9004
H2 -1.7986 -0.8806 -0.8658
H3 1.0233 -0.8154 1.4561
H4 2.0034 -0.9386 -0.0475
H5 1.3126 1.7359 0.4565
H6 -0.2278 0.7402 -1.8330
H7 -0.9159 1.2456 0.9489

Values from the calculation:
2S+1: 1
ΔE to the lowest compared entry with this formula, charge and spin (kJ/mol): 439.11
SMILES: C1OC[C@H]2N[C@@H]12
HOMO-LUMO gap (hartree): 0.369
E_HOMO (eV): -8.993
E (Eh): -286.46440



No. 9
# C4H7NO

A molecular structure, C4H7NO (the ωB97M-V functional and the def2-TZVPD basis, OMol25).

Positions of all 13 atoms, in Å:
C1 -0.8266 -1.3375 -0.3971
C2 0.2399 0.1660 0.1111
C3 1.3681 -0.0514 1.0936
N1 1.5425 0.0237 -0.3954
C4 -0.6340 1.3407 -0.0185
O1 -0.1813 2.4200 -0.3347
H1 -0.4657 -1.2895 -1.4201
H2 -0.6160 -2.3416 -0.0034
H3 -1.8769 -1.0759 -0.2790
H4 1.5274 0.9201 1.5908
H5 -0.1727 -0.9243 0.5803
H6 1.7989 0.9458 -0.7639
H7 -1.7034 1.2036 0.2364

Values from the calculation:
2S+1: 1
ΔE to the lowest compared entry with this formula, charge and spin (kJ/mol): 731.91
HOMO-LUMO gap (hartree): 0.288
E_HOMO (eV): -7.522
E (Eh): -286.35288



No. 10
# C4H7NO

A single C4H7NO molecule (the ωB97M-V functional and the def2-TZVPD basis, OMol25).

Positions of all 13 atoms, in Å:
O1 -0.2185 1.7614 -1.8231
C1 0.0472 0.9970 -0.9211
C2 -0.3581 1.0810 0.5410
C3 -0.3422 -0.3848 1.0103
C4 0.3064 -1.1783 -0.1566
N1 0.8064 -0.1418 -1.0415
H1 0.4090 1.6885 1.0379
H2 -1.3159 1.5884 0.6637
H3 0.2268 -0.5064 1.9351
H4 -1.3579 -0.7493 1.1894
H5 1.1053 -1.8461 0.1763
H6 -0.4519 -1.7623 -0.7002
H7 1.1417 -0.3612 -1.9691

Values from the calculation:
2S+1: 1
ΔE to the lowest compared entry with this formula, charge and spin (kJ/mol): 18.68
SMILES: O=C1CCCN1
HOMO-LUMO gap (hartree): 0.383
E_HOMO (eV): -9.498
E (Eh): -286.62453



No. 11
# C4H7NO

A single C4H7NO molecule (the ωB97M-V functional and the def2-TZVPD basis, OMol25).

Positions of all 13 atoms, in Å:
H1 0.4412 -1.9725 -2.2147
N1 -0.3864 -1.7491 -1.6599
C1 -0.1125 -0.8266 -0.8438
C2 -1.0543 -0.2477 0.1910
C3 -0.2906 0.9624 0.7358
C4 1.1608 0.5935 0.4195
O1 1.1017 -0.2099 -0.7612
H2 -2.0151 -0.0008 -0.2656
H3 -1.2411 -1.0021 0.9629
H4 -0.4472 1.1332 1.8042
H5 -0.5748 1.8731 0.1991
H6 1.6126 -0.0033 1.2220
H7 1.8057 1.4498 0.2107

Values from the calculation:
2S+1: 1
ΔE to the lowest compared entry with this formula, charge and spin (kJ/mol): 71.07
SMILES: [H]/N=C1/CCCO1
HOMO-LUMO gap (hartree): 0.398
E_HOMO (eV): -9.881
E (Eh): -286.60458



No. 12
# C4H7NO

A molecular structure, C4H7NO at a distorted geometry (the ωB97M-V functional and the def2-TZVPD basis, OMol25).

Positions of all 13 atoms, in Å:
C1 1.5406 -0.8723 -0.0106
C2 -1.2764 0.9114 0.6207
C3 0.7678 0.4341 -0.1468
C4 -0.7626 0.1342 -0.4986
N1 -1.1815 -0.8670 -1.1565
O1 1.2598 1.4581 -0.6436
H1 -2.1829 -1.0202 -1.0040
H2 2.5789 -0.6400 0.2313
H3 1.0938 -1.5122 0.7520
H4 1.5394 -1.3822 -0.9752
H5 -1.9721 0.4128 1.2918
H6 -1.4225 1.9631 0.3854
H7 0.0179 0.9801 1.1543

Values from the calculation:
2S+1: 1
ΔE to the lowest compared entry with this formula, charge and spin (kJ/mol): 392.47
HOMO-LUMO gap (hartree): 0.337
E_HOMO (eV): -9.018
E (Eh): -286.48216



No. 13
# C4H7NO

A single C4H7NO molecule (the ωB97M-V functional and the def2-TZVPD basis, OMol25).

Positions of all 13 atoms, in Å:
O1 -2.0820 1.0924 -1.7391
C1 -0.9536 0.8790 -1.3611
N1 -0.3831 -0.3574 -1.1727
C2 0.6143 -0.4884 -0.1583
C3 0.3097 -0.9162 1.2606
C4 0.4892 0.5328 0.9481
H1 -0.2409 1.6867 -1.1154
H2 -0.7034 -1.1325 -1.7318
H3 1.5941 -0.8120 -0.5080
H4 -0.6840 -1.2618 1.5273
H5 1.1314 -1.3984 1.7803
H6 1.3478 1.1070 1.2738
H7 -0.4366 1.1044 0.9691

Values from the calculation:
2S+1: 1
ΔE to the lowest compared entry with this formula, charge and spin (kJ/mol): 160.40
SMILES: O=CNC1CC1
HOMO-LUMO gap (hartree): 0.390
E_HOMO (eV): -9.536
E (Eh): -286.57055



No. 14
# C4H7NO

2 unconnected molecules or ions with the total composition C4H7NO at a distorted geometry (the ωB97M-V functional and the def2-TZVPD basis, OMol25).

Positions of all 13 atoms, in Å:
C1 -1.1627 1.0338 1.0409
C2 1.8936 -2.2064 0.0683
C3 -0.6248 0.2445 0.1998
C4 -1.2225 -0.1928 -1.0796
N1 1.3123 -1.5310 -0.7271
O1 0.6367 -0.0437 0.2751
H1 -0.6969 1.4078 2.0120
H2 -2.1745 1.3014 0.8723
H3 2.2453 -3.1768 -0.3510
H4 2.1416 -2.2074 1.1027
H5 -1.1786 -1.2402 -1.1236
H6 -2.3679 0.1019 -1.0823
H7 -0.6664 0.2698 -1.8073

Values from the calculation:
2S+1: 1
ΔE to the lowest compared entry with this formula, charge and spin (kJ/mol): 550.22
HOMO-LUMO gap (spin up / spin down) (hartree): 0.285 / 0.277
E_HOMO (spin up / spin down) (eV): -8.393 / -8.300
E (Eh): -286.42208



No. 15
# C4H7NO

A single C4H7NO molecule (the ωB97M-V functional and the def2-TZVPD basis, OMol25).

Positions of all 13 atoms, in Å:
C1 1.2604 -0.6590 -0.0577
O1 1.1414 0.3793 -1.0305
C2 -0.0656 1.0726 -0.8959
C3 -0.5606 0.3077 1.4763
N1 -0.9299 0.2552 -0.0341
C4 -0.1107 -0.8021 0.5933
H1 2.0121 -0.3902 0.6916
H2 1.5684 -1.5661 -0.5897
H3 0.0705 2.0367 -0.3984
H4 -0.5189 1.1944 -1.8866
H5 -1.4773 0.0019 2.0017
H6 -1.8269 -0.0323 -0.4138
H7 -0.5630 -1.7980 0.5436

Values from the calculation:
2S+1: 1
ΔE to the lowest compared entry with this formula, charge and spin (kJ/mol): 433.71
HOMO-LUMO gap (hartree): 0.307
E_HOMO (eV): -7.641
E (Eh): -286.46645



No. 16
# C4H7NO

2 unconnected molecules or ions with the total composition C4H7NO (the ωB97M-V functional and the def2-TZVPD basis, OMol25).

Positions of all 13 atoms, in Å:
C1 0.1883 -2.0415 -0.1272
C2 0.4680 -0.8286 -0.4891
C3 0.7521 0.3683 -0.9244
N1 2.0373 0.8649 -1.1681
H1 0.0091 -2.3121 0.9025
H2 0.1071 -2.8428 -0.8472
H3 -0.0411 1.0531 -1.2033
H4 2.1304 1.8521 -0.9766
H5 2.7657 0.3198 -0.7266
C4 -2.1040 0.8899 1.3887
O1 -2.6670 0.5562 2.3868
H6 -1.3794 0.2447 0.8650
H7 -2.2665 1.8761 0.9195

Values from the calculation:
2S+1: 1
ΔE to the lowest compared entry with this formula, charge and spin (kJ/mol): 327.44
SMILES: C=C=CN.C=O
HOMO-LUMO gap (hartree): 0.340
E_HOMO (eV): -8.487
E (Eh): -286.50693



No. 17
# C4H7NO

A single C4H7NO molecule (the ωB97M-V functional and the def2-TZVPD basis, OMol25).

Positions of all 13 atoms, in Å:
C1 1.6066 0.0139 0.4185
C2 0.3406 0.0858 -0.4149
C3 -0.7869 -0.9572 -0.2016
N1 -1.7044 0.1679 -0.0538
C4 -0.7342 1.1336 -0.0729
O1 -0.7568 2.3276 0.0934
H1 2.3359 -0.6574 -0.0465
H2 2.0745 0.9993 0.5059
H3 1.4103 -0.3526 1.4325
H4 0.5825 0.1862 -1.4770
H5 -0.6718 -1.5484 0.7154
H6 -1.0042 -1.6201 -1.0439
H7 -2.6921 0.2214 0.1449

Values from the calculation:
2S+1: 1
ΔE to the lowest compared entry with this formula, charge and spin (kJ/mol): 78.10
SMILES: C[C@H]1CNC1=O
HOMO-LUMO gap (hartree): 0.394
E_HOMO (eV): -9.736
E (Eh): -286.60190



No. 18
# C4H7NO

2 unconnected molecules or ions with the total composition C4H7NO at a distorted geometry (the ωB97M-V functional and the def2-TZVPD basis, OMol25).

Positions of all 13 atoms, in Å:
C1 0.7433 1.0521 -1.5327
C2 1.1020 1.1484 -0.1446
C3 0.7646 -0.0177 0.4880
N1 0.1559 -0.8084 -0.4907
C4 0.2819 -0.2180 -1.7051
H1 0.8955 1.9321 -2.1386
H2 1.3938 2.0404 0.3885
H3 1.2178 -0.6167 1.2586
H4 0.0507 -1.7904 -0.3229
H5 0.1089 -0.7608 -2.6170
O1 -2.2992 -1.0290 2.1487
H6 -2.3707 -0.2003 1.6394
H7 -2.0445 -0.7318 3.0285

Values from the calculation:
2S+1: 1
ΔE to the lowest compared entry with this formula, charge and spin (kJ/mol): 140.70
SMILES: c1cc[nH]c1.O
HOMO-LUMO gap (hartree): 0.340
E_HOMO (eV): -8.322
E (Eh): -286.57806



No. 19
# C4H7NO

2 unconnected molecules or ions with the total composition C4H7NO (the ωB97M-V functional and the def2-TZVPD basis, OMol25).

Positions of all 13 atoms, in Å:
C1 -1.9596 -0.4577 0.5434
C2 -1.4580 0.7414 0.4041
N1 -0.9320 1.8417 0.2587
H1 -1.7145 -1.0359 1.4260
H2 -2.5268 -0.9114 -0.2598
H3 -0.0204 1.6971 -0.1955
C3 0.6676 -0.9718 -0.8072
C4 1.4513 0.0164 -0.3933
O1 1.9018 0.0648 0.8978
H4 0.3685 -1.7544 -0.1190
H5 0.2844 -1.0020 -1.8202
H6 1.7947 0.8040 -1.0665
H7 2.1429 0.9679 1.1314

Values from the calculation:
2S+1: 1
ΔE to the lowest compared entry with this formula, charge and spin (kJ/mol): 305.13
SMILES: C=C=N.C=CO
HOMO-LUMO gap (hartree): 0.356
E_HOMO (eV): -8.929
E (Eh): -286.51543